Record 1
Formula: C3H6ClNS
Source: the Open Molecules 2025 dataset
Level of theory: ωB97M-V/def2-TZVPD

Summary:
SMILES: N[C@@H]1[C@@H](S)[C@@H]1Cl
Energy relative to the best compared isomer or geometry (same formula, charge and spin), kJ/mol: 154.5
Highest occupied orbital energy, eV: -8.92
Lowest unoccupied orbital energy, Ha: 0.030

Element x y z (Å)
Cl -2.00020 -0.94261 -0.11725
S 2.33258 -0.41298 -0.01297
N -0.72138 2.20278 -0.13995
C -0.52482 -0.35635 0.63367
C 0.57700 -0.09041 -0.39038
C -0.03039 1.08198 0.38300
H 0.44935 1.28725 1.32465
H -0.26430 -0.80475 1.57090
H -0.02761 2.82545 -0.51716
H 2.60036 -1.54233 -0.71984
H -1.38668 1.98334 -0.86534
H 0.23001 -0.34751 -1.37045


Record 2
Formula: C14H11BrN2O3
Source: the Open Molecules 2025 dataset
Level of theory: ωB97M-V/def2-TZVPD

Summary:
SMILES: Cc1cccc(C(=O)Nc2cccc(Br)c2)c1[N+](=O)[O-]
Highest occupied orbital energy, eV: -8.74
Lowest unoccupied orbital energy, Ha: -0.019

Element x y z (Å)
Br -6.07393 -0.98581 0.63738
O -1.07254 -1.89957 0.69834
O 1.04114 1.87863 0.15692
O 1.89489 1.36874 2.06185
N -0.99698 0.14736 -0.31062
N 1.61116 1.11851 0.91833
C -0.45157 -0.99091 0.19188
C 1.48446 -2.35082 -0.45515
C 2.83367 -2.61201 -0.59309
C -3.36762 -0.30474 0.11281
C 1.99872 -0.17146 0.38556
C -4.66732 0.16603 0.07228
C 3.76611 -1.65499 -0.23338
C -3.94314 2.26728 -0.77691
C 3.36916 -0.42655 0.27731
C 1.04194 -1.11710 0.01528
C -2.63587 1.82322 -0.74928
C -4.97645 1.44106 -0.36703
C -2.33920 0.53477 -0.30385
C 4.37634 0.60368 0.68089
H 0.74637 -3.09738 -0.70268
H 3.16073 -3.56745 -0.97262
H 4.21712 1.53709 0.14084
H -4.16353 3.26651 -1.11959
H 4.82013 -1.86273 -0.33721
H -5.99992 1.78045 -0.38619
H -0.36829 0.86397 -0.66179
H -3.15141 -1.29985 0.46434
H 5.38254 0.25208 0.47247
H 4.29636 0.81787 1.74603
H -1.83310 2.47412 -1.06316


Record 3
Formula: C6H14N2
Source: the Open Molecules 2025 dataset
Level of theory: ωB97M-V/def2-TZVPD

Summary:
Energy relative to the best compared isomer or geometry (same formula, charge and spin), kJ/mol: 633.0
Highest occupied orbital energy, eV: -7.33
Lowest unoccupied orbital energy, Ha: 0.012

Element x y z (Å)
N 0.85695 2.22764 -0.68539
N 0.30688 1.54041 0.31820
C -1.17603 -1.23466 -0.95323
C 0.06704 -1.26905 -0.08507
C -0.29079 -1.90679 1.16007
C -0.93861 -2.50732 1.95754
C -0.56091 2.47621 1.00490
C 1.28482 -1.92496 -0.53943
H -1.59548 -2.06295 -1.41166
H 0.24881 -0.25423 0.13798
H 1.54237 1.55583 -1.20358
H 0.11350 3.20703 1.43892
H 1.72088 -1.58561 -1.46353
H -1.22858 2.99110 0.30509
H 0.96917 -2.93041 -0.78009
H -1.13326 -2.97361 2.88726
H -1.80393 -0.63684 -0.38358
H 2.02894 -1.86204 0.17314
H 0.14967 2.60326 -1.32309
H -1.17379 2.04623 1.70322
H -0.83742 -0.58490 -1.82282
H 1.44977 3.08566 -0.43483


Record 4
Formula: C4H10O2
Source: the Open Molecules 2025 dataset
Level of theory: ωB97M-V/def2-TZVPD

Summary:
Energy relative to the best compared isomer or geometry (same formula, charge and spin), kJ/mol: 472.7
Highest occupied orbital energy, eV: -8.84
Lowest unoccupied orbital energy, Ha: 0.014

Element x y z (Å)
O 0.61143 0.08114 -1.31810
O -1.41369 0.85897 1.81845
C -0.92388 -1.08049 0.03312
C 0.37887 -0.66051 -0.24020
C 1.91731 0.63089 -1.42601
C -1.96572 0.28225 0.82546
H -2.79438 -0.41273 1.04154
H 2.68343 -0.15037 -1.35323
H 1.24672 -1.10122 0.24680
H -2.13867 0.87369 -0.09464
H -0.98387 -1.88818 0.75695
H 0.71341 0.53721 1.13318
H -1.55557 -1.18764 -0.84485
H 0.02621 0.82752 1.49414
H 1.96944 1.10461 -2.40566
H 2.07370 1.37775 -0.63828


Record 5
Formula: C27H24F3N4O2Se3TeV
Source: the Open Molecules 2025 dataset
Level of theory: ωB97M-V/def2-TZVPD

Summary:
Charge: -2
Energy relative to the best compared isomer or geometry (same formula, charge and spin), kJ/mol: 227.0
Highest occupied orbital energy (alpha / beta), eV: -0.38 / -0.40
Lowest unoccupied orbital energy (alpha / beta), Ha: 0.145 / 0.145

Element x y z (Å)
Te -5.25345 -1.06544 -3.28581
Se -1.92988 -0.61635 -0.36531
Se -5.25391 -2.74302 -1.00466
Se -3.63558 -1.31774 -1.25795
V -0.32281 0.08739 0.41911
F -0.00240 -3.19098 0.17963
F 2.14320 -3.27858 0.47279
F 0.82523 -3.45449 2.16002
O -0.38005 -1.11504 1.57112
O 1.74278 -0.68262 2.00653
N 1.01445 -0.85396 -0.28052
N -0.46010 1.46775 1.56120
N -2.89336 0.82549 2.29898
N -0.35180 1.48498 -0.98630
C 0.35116 -1.57631 -3.03467
C 1.68426 -1.03842 -2.56667
C 0.52712 2.16662 -3.07695
C -0.62110 1.21105 2.86926
C -5.01596 0.45544 1.24675
C -1.91818 0.56411 3.17731
C 0.81847 1.81491 -0.35181
C 1.00837 -2.78672 1.00798
C -4.01644 0.10828 2.30596
C -4.20304 -0.93072 3.21757
C 1.78202 2.38249 -2.47267
C 4.29154 -0.33722 -1.96838
C 0.75719 1.74800 1.06512
C 3.91742 -0.46673 -3.28732
C -0.52573 1.70302 -2.31901
C 2.61605 -0.83212 -3.56711
C 0.40626 1.41545 3.76234
C -1.88454 1.38624 -2.90067
C 4.02438 -0.43800 0.44983
C -2.05098 -0.42491 4.15066
C 1.84487 1.94206 1.91914
C 0.97985 -1.21700 1.15504
C 3.40443 -0.50507 -0.91732
C -3.21115 -1.18147 4.15375
C 1.92564 2.22463 -1.11672
C 1.65354 1.82463 3.27153
C 2.04036 -0.81376 -1.19576
H -0.04392 -0.98384 -3.86239
H -4.46714 0.88174 0.38690
H 0.38272 2.31695 -4.13414
H -5.08840 -1.54270 3.14890
H 0.47285 -2.60322 -3.38347
H -5.70441 1.21892 1.60559
H 0.26837 1.19698 4.80928
H 4.81137 0.32214 0.49414
H 4.47331 -1.40929 0.68796
H -1.96596 0.31073 -3.17231
H 2.87169 2.40309 -0.62324
H 2.62554 2.68021 -3.08107
H -2.08656 1.96012 -3.79936
H 5.31962 -0.10040 -1.71566
H -1.23593 -0.64776 4.82569
H -5.58324 -0.41830 0.90158
H 2.48650 1.96770 3.94352
H -2.69643 1.58280 -2.16744
H 2.81856 2.13817 1.49522
H 4.64194 -0.33542 -4.08096
H 3.30512 -0.25306 1.24674
H -3.31011 -1.99979 4.85554
H 2.30567 -0.99043 -4.59236
H -0.42931 -1.64118 -2.25463


What are the E_tot values for these records? In order: -28054.7639, -93859.6240, -9422.9237, -8400.6477, -275609.6697 eV.